Formula: C25H19BaI2N7O11
Source: OMol25
Level of theory: ωB97M-V with the def2-TZVPD basis set

- E_tot: -76085.33191 eV
- LUMO energy: 3.574 eV
- Net charge: -2
- Energy relative to the best compared isomer or geometry (same formula, charge and spin): 10.2 kcal/mol
- Gap between HOMO and LUMO: 0.2452 Eh
- Molecular weight: 984.60 g/mol

CARTESIAN COORDINATES (ANGSTROEM)
Ba 0.61364 0.38029 0.73965
O 1.11837 -0.29773 -5.86274
C 0.73726 -1.42132 -5.22510
C 0.32267 -2.49929 -6.00918
C -0.08962 -3.68097 -5.42186
C -0.09802 -3.81075 -4.03804
C 0.31372 -2.74174 -3.26093
C 0.73819 -1.54314 -3.82426
C 1.16248 -0.44214 -2.89219
O 1.10212 -0.63608 -1.65518
N 1.59634 0.65093 -3.50931
N 1.88682 1.68885 -2.63925
C 3.06727 2.17329 -2.63188
C 3.55420 3.15948 -1.68288
C 4.46185 4.13819 -2.09400
C 5.01056 5.03287 -1.19773
C 4.66751 4.91129 0.15654
C 3.82026 3.92482 0.60079
C 3.22622 2.99176 -0.29670
O 2.48355 2.03162 0.08988
H 1.35120 0.35220 -5.14168
H 0.32902 -2.37554 -7.08529
H -0.41032 -4.50532 -6.04948
H -0.42642 -4.73059 -3.57145
H 0.31146 -2.80334 -2.18088
H 3.76477 1.75470 -3.36098
H 4.72267 4.19750 -3.14678
H 5.69234 5.80514 -1.52994
H 5.09025 5.60442 0.87693
H 3.57581 3.82674 1.65151
O 1.31078 1.00035 3.68154
C 0.21955 0.42428 3.62848
O -0.80832 0.86468 3.01312
C 0.10102 -0.96987 4.21015
C -0.35202 -1.15399 5.47947
C -0.48781 -2.45410 6.00030
C -0.16434 -3.54987 5.22827
C 0.31057 -3.36898 3.94367
C 0.46061 -2.06508 3.33523
O 0.83131 -1.86425 2.15149
N 0.65239 -4.58715 3.21884
O 1.37657 -4.51384 2.24824
O 0.21247 -5.65419 3.64811
N -0.96682 -2.64870 7.34054
O -1.08179 -3.79178 7.76982
O -1.26891 -1.66008 8.00012
H -0.61384 -0.30700 6.09846
H -0.26894 -4.54870 5.61928
I 0.00029 2.74371 -1.87061
I -2.50734 3.96570 -1.13194
C -5.50808 1.64938 0.35070
N -4.42085 0.86511 -0.16941
C -4.17821 0.61497 -1.56905
C -2.76587 0.02332 -1.52543
O -2.17595 -0.36122 -2.50629
N -2.30888 0.03025 -0.22172
C -3.29708 0.53247 0.51605
N -3.24209 0.70190 1.83565
H -6.10221 2.01239 -0.48519
H -5.14350 2.52710 0.89324
H -6.16040 1.06629 1.00887
H -4.16374 1.53439 -2.15890
H -4.88300 -0.09870 -2.00059
H -2.34161 0.65572 2.33724
H -3.96013 1.24932 2.27463